{"formula": "CH2NP", "method": "wB97M-V/def2-TZVPD", "e_homo_ev": -11.13, "orbital_gap_ev": 9.89, "symbols": ["C", "N", "P", "H", "H"], "xyz": [[0.7328, -0.1813, 0.9873], [0.9233, -0.4327, 2.1001], [-0.0501, -0.0122, -1.2025], [-1.1286, -0.7821, -0.6089], [-0.4774, 1.4083, -1.2759]], "forces_ev_per_angstrom": [[-1.2, 0.4, -2.8], [0.1, 0.2, -0.6], [1.3, -0.3, 3.1], [0.1, 1.1, -0.5], [-0.2, -1.4, 0.8]], "mulliken_charge": [0.000, -0.327, 0.066, 0.130, 0.131]}